1.
{
  "formula": "C66H135N5O30Ti",
  "method": "wB97M-V/def2-TZVPD",
  "spin_multiplicity": 1,
  "homo_ha": -0.2949,
  "e_lumo_ha": -0.0203,
  "symbols": ["Ti", "O", "C", "O", "O", "H", "O", "C", "O", "O", "H", "O", "C", "O", "O", "H", "O", "C", "O", "O", "H", "C", "O", "H", "H", "H", "H", "C", "C", "C", "C", "C", "C", "N", "O", "C", "C", "C", "H", "H", "H", "H", "H", "H", "H", "H", "H", "H", "H", "H", "H", "H", "H", "H", "H", "H", "H", "C", "C", "C", "C", "C", "C", "N", "O", "C", "C", "C", "H", "H", "H", "H", "H", "H", "H", "H", "H", "H", "H", "H", "H", "H", "H", "H", "H", "H", "H", "C", "C", "C", "C", "C", "C", "N", "O", "C", "C", "C", "H", "H", "H", "H", "H", "H", "H", "H", "H", "H", "H", "H", "H", "H", "H", "H", "H", "H", "H", "C", "C", "C", "C", "C", "C", "N", "O", "C", "C", "C", "H", "H", "H", "H", "H", "H", "H", "H", "H", "H", "H", "H", "H", "H", "H", "H", "H", "H", "H", "C", "C", "C", "C", "C", "C", "N", "O", "C", "C", "C", "H", "H", "H", "H", "H", "H", "H", "H", "H", "H", "H", "H", "H", "H", "H", "H", "H", "H", "H", "C", "C", "O", "C", "O", "O", "C", "H", "H", "H", "H", "H", "H", "H", "H", "C", "C", "O", "C", "O", "O", "C", "H", "H", "H", "H", "H", "H", "H", "H", "C", "C", "O", "C", "O", "O", "C", "H", "H", "H", "H", "H", "H", "H", "H", "C", "C", "O", "C", "O", "O", "C", "H", "H", "H", "H", "H", "H", "H", "H"],
  "positions_angstrom": [[1.49115, -1.42153, -0.59166], [-1.65423, 0.77662, 0.56798], [-0.88953, 0.29182, -0.45919], [0.03097, -0.44982, -0.00414], [-1.13013, 0.47362, -1.61223], [-1.41351, 0.27355, 1.39989], [2.85735, 0.21990, -2.85195], [3.32478, 0.47322, -1.58596], [4.33203, 1.11076, -1.35903], [2.45261, 0.05473, -0.68556], [3.49140, 0.55181, -3.55057], [2.57292, -2.81510, -3.68897], [2.15617, -2.45443, -2.59774], [2.81392, -2.47845, -1.53131], [0.90935, -2.07556, -2.44966], [1.99729, -2.82494, -4.57200], [1.62735, -4.20152, 1.88504], [1.50950, -3.10978, 1.07340], [0.74375, -3.15956, 0.09724], [2.24627, -2.09732, 1.25528], [2.25472, -3.89631, 2.61813], [-5.30283, -0.96537, 1.40073], [-3.84901, -0.87373, 1.48389], [-5.63232, -0.13491, 0.68303], [-5.54578, -1.87647, 0.83664], [-5.72739, -0.99136, 2.41666], [-3.53534, -0.55199, 0.67681], [-0.39587, 3.53061, -0.10889], [-0.04243, 4.74253, 0.60587], [1.31987, 4.66385, 1.35212], [1.97842, 5.95010, 1.80683], [2.15278, 6.86496, 0.60529], [0.88647, 7.07793, -0.21778], [0.14359, 5.77566, -0.46989], [-1.12204, 6.06910, -1.00585], [-0.04367, 8.10389, 0.49986], [1.22030, 7.69991, -1.53145], [-1.12906, 5.12579, 1.61040], [-1.24650, 3.79146, -0.73386], [-0.85682, 2.75671, 0.51169], [0.52611, 3.14559, -0.55005], [1.24979, 3.94960, 2.15120], [1.96066, 4.22922, 0.59868], [2.89984, 5.88138, 2.30565], [1.34716, 6.48659, 2.57909], [2.88898, 6.58162, -0.11892], [2.48736, 7.83313, 1.02606], [-0.32384, 7.67594, 1.41464], [0.56601, 8.99987, 0.63611], [-0.90135, 8.37847, -0.19416], [1.43936, 8.76655, -1.37128], [2.09425, 7.26747, -2.04886], [0.36509, 7.66648, -2.19386], [-0.87045, 5.90967, 2.33282], [-1.38523, 4.11721, 1.98259], [-1.98332, 5.40980, 1.00991], [-1.18726, 5.72077, -1.91661], [-6.75616, -5.02236, -1.02095], [-5.22982, -5.42859, -1.11856], [-4.53668, -4.62713, -2.25585], [-2.97498, -4.60908, -2.15657], [-2.58877, -4.21506, -0.73402], [-3.20166, -5.03832, 0.33512], [-4.61971, -5.02988, 0.15593], [-5.16292, -5.80947, 1.18487], [-2.54683, -6.41875, 0.41918], [-2.94091, -4.35360, 1.74398], [-5.15953, -6.94272, -1.43584], [-6.84117, -4.00530, -0.66184], [-7.36269, -5.71636, -0.36710], [-7.15199, -5.24162, -2.04979], [-4.92108, -5.14038, -3.14371], [-4.86125, -3.58371, -2.33263], [-2.64178, -3.84053, -2.85225], [-2.55539, -5.59228, -2.37030], [-2.95819, -3.14851, -0.50374], [-1.52640, -4.24619, -0.74986], [-1.49267, -6.28081, 0.35964], [-2.61898, -6.85622, 1.38401], [-2.75991, -7.01221, -0.42759], [-3.38660, -3.33446, 1.75792], [-3.24673, -4.81759, 2.67766], [-1.89241, -4.24613, 1.79856], [-5.88680, -7.25802, -2.22008], [-5.26829, -7.44930, -0.48937], [-4.23472, -7.23873, -1.87007], [-6.01448, -5.42524, 1.27972], [0.65610, -0.88931, 4.55808], [-0.79017, -1.13102, 4.98117], [-0.98140, -0.80153, 6.45600], [-0.92399, 0.68051, 6.73275], [-1.88738, 1.46696, 5.84808], [-1.73877, 1.12383, 4.34019], [-1.77647, -0.34217, 4.25368], [-1.60700, -0.67593, 2.85126], [-3.02530, 1.67612, 3.71563], [-0.56017, 1.78649, 3.69481], [-1.12563, -2.60251, 4.76689], [1.17939, -1.84114, 4.64983], [1.18446, -0.06276, 5.06355], [0.64922, -0.66098, 3.48390], [-1.99717, -1.17921, 6.85442], [-0.14455, -1.23591, 7.10630], [0.05179, 1.10395, 6.45588], [-1.24180, 0.92480, 7.72651], [-1.90524, 2.56908, 6.04554], [-2.89615, 1.19383, 6.21786], [-3.21218, 2.77826, 3.74462], [-2.99208, 1.43264, 2.68741], [-3.87403, 1.19221, 4.15885], [0.41721, 1.39318, 3.73207], [-0.72403, 1.79401, 2.62447], [-0.49520, 2.83370, 4.08016], [-0.89278, -2.80698, 3.75646], [-2.10009, -2.86240, 5.10075], [-0.37571, -3.20140, 5.32435], [-2.50655, -0.82377, 2.52265], [5.08752, -6.82090, 4.90424], [4.13056, -5.77126, 5.47291], [4.44712, -5.57928, 6.96063], [5.73628, -4.76752, 7.20796], [5.55884, -3.44012, 6.53613], [5.42041, -3.53858, 4.97403], [4.23582, -4.45150, 4.77663], [3.97287, -4.61866, 3.40481], [4.93137, -2.16903, 4.33414], [6.68414, -3.95031, 4.25062], [2.63195, -6.17424, 5.34827], [6.02578, -6.88725, 5.36437], [5.19532, -6.61195, 3.88654], [4.59877, -7.79349, 4.92495], [3.60547, -4.98076, 7.39803], [4.62068, -6.50488, 7.48675], [6.49063, -5.43219, 6.73779], [6.01420, -4.69816, 8.24547], [6.45842, -2.77399, 6.65434], [4.59481, -2.98439, 6.90972], [5.47880, -1.29736, 4.63402], [4.96542, -2.17697, 3.25129], [3.91764, -1.84333, 4.68210], [6.62017, -4.01219, 3.17679], [7.58612, -3.35829, 4.42854], [7.03232, -4.99556, 4.58024], [2.30538, -6.27057, 4.31337], [2.13316, -5.29993, 5.80180], [2.39442, -7.03855, 5.93789], [4.53485, -5.30586, 3.00664], [-0.10996, -4.54310, -4.59042], [-0.20378, -3.42453, -5.64565], [-1.02852, -2.24733, -5.00766], [-0.94529, -1.00583, -5.87191], [0.58317, -0.59509, -6.01172], [1.46715, -1.69072, -6.68529], [1.20672, -2.97872, -5.93134], [1.95475, -3.98699, -6.57064], [1.09722, -1.81072, -8.22955], [2.91509, -1.38557, -6.56343], [-0.92152, -4.11222, -6.82526], [-1.12507, -4.76095, -4.42177], [0.35779, -4.12623, -3.75084], [0.53249, -5.37778, -4.93158], [-2.01998, -2.64401, -5.02745], [-0.86241, -2.01393, -3.95894], [-1.44266, -0.12477, -5.48948], [-1.41185, -1.00160, -6.85154], [0.96977, -0.44387, -4.90682], [0.73042, 0.39583, -6.43161], [1.55643, -0.96802, -8.73254], [1.47624, -2.75245, -8.63476], [0.06979, -1.80278, -8.57349], [3.14817, -0.44196, -7.07630], [3.23061, -1.25024, -5.49695], [3.58260, -2.18431, -6.95880], [-0.26891, -4.69772, -7.37280], [-1.30867, -3.41181, -7.57562], [-1.74256, -4.64478, -6.40400], [1.72412, -4.09781, -7.50297], [-4.22151, 0.11753, -5.13792], [-3.70234, 0.05823, -3.70623], [-3.59066, 1.33938, -3.07171], [-4.09908, 1.44211, -1.87196], [-4.75475, 0.63307, -1.25051], [-3.70182, 2.57583, -1.38667], [-4.20526, 3.18237, -0.17403], [-5.24264, 0.28657, -5.13724], [-3.98377, -0.91537, -5.54497], [-3.63967, 0.83036, -5.73365], [-2.78443, -0.41110, -3.56410], [-4.43489, -0.54685, -3.09915], [-3.89722, 4.16149, -0.30026], [-3.74716, 2.70997, 0.70516], [-5.25236, 3.02325, -0.09837], [-1.63742, 2.58626, -4.81051], [-0.42351, 2.82193, -3.99669], [0.77411, 2.28376, -4.74318], [1.99320, 2.42034, -4.26484], [3.02982, 2.05407, -4.75157], [1.94728, 3.12012, -3.13302], [3.06601, 3.86245, -2.59887], [-1.53827, 1.58372, -5.23872], [-1.56089, 3.26402, -5.70400], [-2.56680, 2.66392, -4.27645], [-0.38606, 2.16551, -3.13960], [-0.23356, 3.86668, -3.64486], [3.98729, 3.26611, -2.60635], [2.79483, 4.21291, -1.59996], [3.31944, 4.73815, -3.18817], [3.59798, 4.47738, 7.91756], [2.36073, 4.48906, 6.93962], [2.22946, 3.29764, 6.14630], [3.02128, 3.29653, 5.05105], [4.00391, 3.96305, 4.82242], [2.55184, 2.33536, 4.27482], [3.17316, 2.15348, 3.06050], [4.57100, 4.56068, 7.40815], [3.57378, 3.48879, 8.39016], [3.61483, 5.33684, 8.58737], [2.44218, 5.33641, 6.25893], [1.42096, 4.55403, 7.46763], [2.49093, 1.69196, 2.31480], [4.01071, 1.40527, 3.17513], [3.45856, 3.11422, 2.60035], [-3.30054, 8.28544, -5.36479], [-1.84734, 8.25453, -4.84733], [-0.89122, 7.87735, -5.81779], [-0.43463, 6.60753, -5.82264], [-0.59617, 5.76507, -4.99450], [0.31825, 6.50982, -6.95549], [1.19129, 5.38177, -6.91058], [-3.49819, 8.67074, -6.39227], [-3.80327, 8.88703, -4.62979], [-3.68330, 7.25607, -5.27730], [-1.71524, 7.62543, -3.95862], [-1.58498, 9.32173, -4.61668], [0.61213, 4.54434, -6.64684], [1.90152, 5.54218, -6.11788], [1.68742, 5.32683, -7.84649]]
}

=====

2.
{
  "formula": "C12H36N12O24",
  "method": "wB97M-V/def2-TZVPD",
  "spin_multiplicity": 1,
  "homo_ha": -0.4009,
  "e_lumo_ha": -0.0136,
  "e_above_lowest_kcal_mol": 98.2,
  "symbols": ["C", "N", "O", "O", "H", "H", "H", "C", "N", "O", "O", "H", "H", "H", "C", "N", "O", "O", "H", "H", "H", "C", "N", "O", "O", "H", "H", "H", "C", "N", "O", "O", "H", "H", "H", "C", "N", "O", "O", "H", "H", "H", "C", "N", "O", "O", "H", "H", "H", "C", "N", "O", "O", "H", "H", "H", "C", "N", "O", "O", "H", "H", "H", "C", "N", "O", "O", "H", "H", "H", "C", "N", "O", "O", "H", "H", "H", "C", "N", "O", "O", "H", "H", "H"],
  "positions_angstrom": [[1.34370, 7.28900, 0.43045], [2.75352, 7.23479, 0.74707], [3.14863, 8.27369, 1.26524], [3.43119, 6.28969, 0.42973], [1.13706, 6.50289, -0.29579], [1.11458, 8.27964, 0.03772], [0.87615, 7.13645, 1.40319], [-4.55177, -3.27506, -3.57064], [-4.81493, -4.75224, -3.48833], [-4.99923, -5.35657, -4.47390], [-4.80226, -5.23475, -2.37472], [-3.47425, -3.16837, -3.44553], [-5.10478, -2.74327, -2.79638], [-4.88004, -2.84006, -4.51464], [6.58959, -3.70995, 3.88314], [7.64221, -3.98413, 2.89221], [7.75737, -5.13487, 2.60013], [8.18776, -3.00174, 2.35312], [5.78460, -3.43869, 3.20013], [6.87795, -2.89153, 4.54280], [6.38478, -4.63408, 4.42363], [-7.73444, -2.31602, 1.07731], [-8.62236, -1.36448, 0.45031], [-8.95364, -1.66396, -0.70292], [-9.20293, -0.55472, 1.11234], [-8.31696, -2.77883, 1.87392], [-6.85034, -1.76812, 1.40328], [-7.59794, -3.12592, 0.36070], [3.18098, -8.08101, 1.80448], [2.19571, -7.36913, 2.56964], [1.69507, -6.40695, 2.00134], [2.09363, -7.66269, 3.76584], [2.87581, -9.08653, 1.51483], [4.07175, -8.24952, 2.40965], [3.49658, -7.41937, 0.99780], [0.80162, 0.13594, -0.21413], [-0.49739, 0.94985, 0.10689], [-1.52332, 0.41367, -0.28223], [-0.42323, 2.00945, 0.60283], [0.46228, -0.87188, -0.45339], [1.27419, 0.12752, 0.76807], [1.38897, 0.54600, -1.03569], [-6.22680, 3.90644, -1.53046], [-5.32755, 3.89572, -2.70350], [-5.35537, 2.96550, -3.46093], [-4.35479, 4.69127, -2.70981], [-6.05498, 3.11467, -0.80129], [-7.29455, 3.81291, -1.72859], [-6.01661, 4.79328, -0.93261], [2.57926, 3.12966, 7.73249], [2.65462, 3.48601, 6.28086], [2.72724, 4.68794, 6.01166], [2.51882, 2.53484, 5.52374], [3.48260, 3.61127, 8.10683], [2.51516, 2.04203, 7.76531], [1.63396, 3.48379, 8.14371], [-0.34790, 3.72864, -7.07727], [0.11776, 2.75227, -6.04522], [0.70417, 3.20951, -5.07153], [-0.16493, 1.58659, -6.20310], [-0.13330, 3.37576, -8.08599], [0.32923, 4.54573, -6.82837], [-1.39177, 4.03293, -7.00075], [0.49738, -7.00849, -3.41294], [1.18005, -5.81606, -3.77968], [0.78750, -5.15731, -4.76840], [2.03151, -5.41963, -3.02741], [1.16863, -7.77845, -3.03256], [-0.06010, -7.40667, -4.26074], [-0.23715, -6.63049, -2.70182], [-3.68584, 3.42310, 5.79301], [-3.54134, 4.87062, 5.70324], [-3.41407, 5.46656, 6.73879], [-3.68585, 5.49383, 4.67383], [-3.19957, 3.06887, 4.88408], [-4.72993, 3.13362, 5.67392], [-3.28784, 3.09078, 6.75180], [6.87788, 1.57063, -3.41182], [7.31432, 1.54723, -4.82195], [6.78545, 0.75406, -5.55372], [8.10662, 2.41877, -5.08219], [7.78399, 1.37781, -2.83747], [6.18371, 0.81939, -3.03514], [6.31411, 2.49070, -3.25775]]
}

=====

3.
{
  "formula": "C15H35N5O5Tl",
  "method": "wB97M-V/def2-TZVPD",
  "spin_multiplicity": 1,
  "homo_ha": -0.6519,
  "e_lumo_ha": -0.3166,
  "total_charge": 3,
  "e_above_lowest_kcal_mol": 203.1,
  "symbols": ["Tl", "C", "C", "O", "N", "C", "H", "H", "H", "H", "H", "H", "H", "C", "C", "O", "N", "C", "H", "H", "H", "H", "H", "H", "H", "C", "C", "O", "N", "C", "H", "H", "H", "H", "H", "H", "H", "C", "C", "O", "N", "C", "H", "H", "H", "H", "H", "H", "H", "C", "C", "O", "N", "C", "H", "H", "H", "H", "H", "H", "H"],
  "positions_angstrom": [[0.02460, -0.22083, -0.35919], [0.25518, 2.42343, 2.39901], [1.22669, 2.03956, 1.22085], [0.83522, 1.27026, 0.35212], [2.47422, 2.51220, 1.29313], [3.58564, 2.45282, 0.35824], [-0.76310, 2.58838, 2.04691], [0.58299, 3.27057, 3.00149], [0.12945, 1.55877, 3.05068], [2.60540, 3.07845, 2.11912], [3.19367, 2.21087, -0.62964], [4.40178, 1.75640, 0.55065], [4.00255, 3.43234, 0.12410], [3.37084, -0.81705, 2.09079], [1.93513, -0.44886, 1.69171], [1.58007, -0.68570, 0.53545], [1.08520, -0.04582, 2.63626], [1.43450, 0.21251, 4.03506], [3.36893, -1.41292, 3.00349], [3.99372, 0.06187, 2.25697], [3.74288, -1.39899, 1.24756], [0.11967, -0.04769, 2.33986], [0.67557, 0.77132, 4.58266], [2.32078, 0.84684, 4.05005], [1.72260, -0.71612, 4.52775], [1.61347, 2.93352, -1.84579], [0.17504, 2.43495, -1.76933], [-0.13517, 1.55694, -0.96507], [-0.59870, 2.90365, -2.75541], [-2.04945, 2.62429, -2.97282], [1.70937, 3.80819, -2.48911], [2.14790, 2.13586, -2.36175], [2.07784, 3.18789, -0.89304], [-0.17224, 3.62696, -3.31670], [-2.70782, 3.19697, -2.31962], [-2.16470, 1.59595, -2.63027], [-2.35053, 2.69205, -4.01820], [-1.57363, -2.69776, 2.37205], [-0.96708, -2.78855, 0.91897], [-0.72369, -1.79872, 0.20347], [-0.75992, -4.01766, 0.41350], [-0.17877, -4.32234, -0.92458], [-2.15889, -1.80848, 2.60606], [-0.79692, -2.62432, 3.13324], [-2.28730, -3.49988, 2.56013], [-1.26819, -4.77557, 0.84630], [0.80566, -4.75618, -0.74917], [-0.12877, -3.45470, -1.58245], [-0.79434, -4.92809, -1.58959], [-2.25081, -2.43750, -3.07761], [-1.83876, -1.24972, -2.18286], [-0.66923, -1.13204, -1.93646], [-2.74831, -0.48917, -1.66638], [-4.14587, -0.65918, -2.02933], [-3.22228, -2.88062, -2.85858], [-1.45502, -3.18059, -3.02643], [-2.27588, -2.12932, -4.12285], [-2.49282, 0.27989, -1.06355], [-4.61627, -1.60338, -1.75486], [-4.21039, -0.59600, -3.11559], [-4.69175, 0.16004, -1.56135]]
}